DFT (ωB97M-V with the def2-TZVPD basis set) results for 3 unconnected molecules or ions with the total composition C4H8O2.

Positions of all 14 atoms, in Å:
C 1.976580 0.059615 -0.507923
O 0.955679 -0.827767 -0.116903
C -0.290039 -0.547571 -0.570255
C -1.342866 -1.228512 -0.116958
C -0.413449 1.610777 0.744307
O -0.769128 2.640075 0.419207
H 2.925956 -0.422609 -0.265642
H 1.940522 0.263873 -1.586683
H 1.907523 1.009993 0.037944
H -0.362171 0.179142 -1.381179
H -2.336929 -1.075344 -0.516724
H -1.189079 -2.020299 0.608883
H -1.829918 -0.196318 1.384954
H -1.653640 0.432706 1.769185

Atoms 1-3, force components in eV/Å:
0.3 0.2 -0.1
0.0 -0.2 0.0
-0.3 -0.6 -0.5

Results
Net charge   0
Relative energy (zero: lowest compared OMol25 entry of this formula, charge and spin)   376.41 kJ/mol


DFT (ωB97M-V with the def2-TZVPD basis set) results for a single C21H24N4OS molecule.

Positions of all 51 atoms, in Å:
C 6.166459 -3.416191 -1.769890
C 4.752105 -2.849215 -1.727273
C 4.703450 -1.426763 -2.289159
C 3.290573 -0.848388 -2.193147
C 3.237680 0.585624 -2.708048
C 2.819323 -0.912979 -0.733547
N 2.890419 -2.266941 -0.241574
C 1.824991 -3.071463 -0.024437
O 1.933680 -4.262217 0.208019
C 0.479140 -2.410637 -0.039146
C -0.426877 -2.721876 -1.045139
C -1.697219 -2.177567 -1.029689
C -2.088455 -1.331126 0.001304
C -3.457021 -0.737152 0.013337
S -3.522819 0.798548 -0.997093
C -3.019415 1.954078 0.189623
N -2.767853 1.700179 1.443858
C -2.428390 2.907747 1.994326
C -2.060862 3.255558 3.288578
C -1.782458 4.593842 3.498762
N -1.842314 5.542031 2.567818
C -2.188517 5.229595 1.334765
C -2.489225 3.920114 1.003425
N -2.870538 3.270463 -0.147236
C -1.183512 -1.027161 1.012248
C 0.090245 -1.563544 0.993021
C 4.219109 -2.839013 -0.291163
H 6.840002 -2.805907 -1.171619
H 6.181530 -4.430023 -1.377947
H 6.537801 -3.435904 -2.791751
H 4.094206 -3.487609 -2.327121
H 5.031673 -1.428715 -3.330622
H 5.391120 -0.791967 -1.723952
H 2.615005 -1.468238 -2.793713
H 3.889815 1.226233 -2.118066
H 3.561903 0.628786 -3.744881
H 2.224728 0.977125 -2.647326
H 1.796774 -0.542795 -0.652351
H 3.469169 -0.281919 -0.114607
H -0.131743 -3.393876 -1.837160
H -2.394723 -2.414835 -1.820303
H -3.766255 -0.440564 1.013238
H -4.191580 -1.398650 -0.444146
H -2.000096 2.524307 4.077239
H -1.489912 4.945525 4.478881
H -2.222635 6.038739 0.617497
H -3.028737 3.670537 -1.056120
H -1.484820 -0.361531 1.807046
H 0.787296 -1.331313 1.785098
H 4.154541 -3.854126 0.104178
H 4.881756 -2.243950 0.347609

Atoms 1-3, force components in eV/Å:
-0.3 0.0 0.0
0.3 0.2 0.2
-0.4 -0.3 -0.1

Results
Net charge   0
Relative energy (zero: lowest compared OMol25 entry of this formula, charge and spin)   28.58 kJ/mol


DFT (ωB97M-V with the def2-TZVPD basis set) results for a molecular structure, C11H6Cl2FNO2Sn.

Positions of all 24 atoms, in Å:
C 4.502079 -0.041028 -0.502566
C 2.857632 -0.019462 -0.668377
Cl 2.210425 -0.971519 -2.083260
C 1.969263 0.698018 0.219713
Cl 2.704383 1.698032 1.618995
C 0.387821 0.718786 0.113896
C -0.492982 2.000549 0.024879
C -2.061559 1.921979 -0.036440
C -2.684434 0.503651 -0.036592
C -1.835111 -0.795145 0.051029
C -0.301010 -0.694435 0.144129
F 0.435419 -1.912211 0.262137
C -2.836715 -2.037203 0.055431
O -2.392654 -3.200480 0.097784
N -4.199656 -1.501831 -0.031674
C -4.193716 -0.006454 -0.078718
O -5.267661 0.629820 -0.168419
H 4.809719 -1.139316 -0.730771
H 4.967851 0.713857 -1.222452
H 4.832891 0.135111 0.614736
H -0.011933 3.047567 0.009997
H -2.733719 2.838381 -0.070903
H -4.663247 -1.841230 0.830916
Sn 3.996911 -0.745436 1.586529

Atoms 1-3, force components in eV/Å:
-1.4 -0.5 -2.5
-0.7 0.5 1.4
1.3 1.5 2.4

Results
Net charge   +2


DFT (ωB97M-V with the def2-TZVPD basis set) results for 3 unconnected molecules or ions with the total composition C4H2Cl2NO2S.

Positions of all 12 atoms, in Å:
C 1.523688 0.011660 0.817005
C 1.498229 -1.158929 0.518639
C -1.078475 -2.315148 -0.362091
C -0.645726 2.133098 -0.336202
N 0.407192 1.757478 -0.794639
O -1.035359 -1.636798 -1.320572
O -1.583779 -3.044049 0.400307
S 1.325560 -2.665745 -0.055545
Cl -1.835717 1.402280 0.727259
Cl -1.234901 3.759715 -0.680069
H 1.812830 0.812185 1.410871
H 0.846456 0.944251 -0.324961

Atoms 1-3, force components in eV/Å:
0.6 0.3 0.9
-0.1 -0.8 -0.5
-0.6 -0.4 -1.4

Results
Net charge   -1
Relative energy (zero: lowest compared OMol25 entry of this formula, charge and spin)   62.85 kJ/mol


DFT (ωB97M-V with the def2-TZVPD basis set) results for a molecular structure, H14O31S6Zn4.

Positions of all 55 atoms, in Å:
Zn -0.550790 2.075760 4.400417
Zn 3.786462 1.499780 -0.891290
Zn -2.586487 -3.730484 -2.281314
Zn -2.327650 3.271908 -2.563408
S -5.322438 -0.051374 -3.918231
O -4.360701 1.020718 -3.922653
O -5.621590 -0.292492 -5.381790
O -4.671726 -1.177871 -3.286749
O -6.499988 0.262206 -3.161507
S 1.875803 4.056473 -4.594062
O 0.521172 4.124008 -4.204910
O 2.505324 3.167126 -3.649183
O 1.928563 3.484584 -5.957358
O 2.506594 5.363804 -4.586027
S -0.439293 -0.204334 0.170824
O 0.992987 -0.041742 0.030435
O -0.891019 0.240274 1.498765
O -1.006499 0.650441 -0.890338
O -0.896553 -1.594472 -0.194676
S 0.363286 -7.501617 -2.644257
O 0.970610 -8.142658 -1.446582
O -0.634069 -6.518884 -2.155360
O 1.332438 -6.729423 -3.441531
O -0.246968 -8.455192 -3.574799
S -2.737680 5.358758 1.880425
O -2.136183 6.759922 1.983154
O -4.148529 5.456372 2.247852
O -2.634850 4.727605 0.531490
O -1.981815 4.572539 2.835482
S 2.919858 4.479256 2.430295
O 2.307592 3.469751 3.302634
O 2.275378 5.833441 2.436819
O 4.271310 4.643153 2.848941
O 2.985397 3.985923 1.085087
O -2.264490 -3.679435 4.390026
H -1.787432 -3.924004 5.183004
H -1.685338 -3.062867 3.942084
O 5.454818 0.201787 1.488757
H 5.478063 -0.730809 1.274356
H 5.597582 0.234192 2.434689
O 1.144369 -0.265718 5.857245
H 1.064334 -0.399488 6.801666
H 1.854114 -0.850356 5.591345
O 1.092063 -5.193021 1.579687
H 0.417615 -4.934404 0.951623
H 1.606815 -4.398292 1.719936
O 4.135214 -1.348390 -2.923713
H 4.207218 -2.206809 -2.506367
H 4.003577 -1.542977 -3.851629
O -0.530892 -2.365817 -4.376038
H 0.389760 -2.450677 -4.128208
H -0.565728 -1.565098 -4.899369
O -3.432275 1.429029 5.491563
H -3.956300 1.668836 6.255844
H -4.071037 1.321062 4.786903

Atoms 1-3, force components in eV/Å:
0.1 0.4 -0.9
-0.7 0.5 0.3
0.7 0.4 -0.1

Results
Net charge   -4


DFT (ωB97M-V with the def2-TZVPD basis set) results for a molecular structure, C4H3FNO2.

Positions of all 11 atoms, in Å:
C 0.958235 -1.677329 0.068462
C 1.038194 1.196745 0.354275
C -1.305499 -0.093635 -0.001445
C 0.163171 0.062685 -0.422749
N 1.420111 -2.728520 0.235686
O 0.535501 1.558558 1.440971
O 2.000052 1.646121 -0.264271
F 0.277087 0.240478 -1.807969
H -1.757453 -1.157276 0.106942
H -1.931518 0.551438 -0.792665
H -1.397876 0.400738 1.082768

Atoms 1-3, force components in eV/Å:
-0.8 2.2 -1.3
-0.6 0.7 0.4
-1.6 1.0 0.8

Results
Net charge   -1
Relative energy (zero: lowest compared OMol25 entry of this formula, charge and spin)   255.85 kJ/mol


DFT (ωB97M-V with the def2-TZVPD basis set) results for a gas-phase ion, C3H9NO3P (charge +1).

Positions of all 17 atoms, in Å:
C 0.388123 2.178633 -1.157512
O 0.159570 0.744870 -1.145828
P -0.663331 0.049480 0.097786
C -0.623956 0.790717 1.720850
O -1.928062 -0.455380 -0.389192
N 0.506616 -1.398713 0.281557
C 0.387721 -2.477178 -0.590350
O 1.388931 -1.371478 1.050297
H -0.587940 2.679185 -1.316210
H 1.211936 2.313800 -1.945141
H 0.803253 2.471630 -0.241704
H -1.094789 1.762364 1.656919
H -1.135511 0.175856 2.372105
H 0.450329 0.818568 2.066022
H -0.396497 -3.167815 -0.177276
H 1.321111 -3.085829 -0.912829
H -0.187506 -2.028709 -1.369496

Atoms 1-3, force components in eV/Å:
0.5 -0.1 -2.1
-0.6 -1.3 2.7
-0.3 1.6 -2.4

Results
Net charge   +1
Relative energy (zero: lowest compared OMol25 entry of this formula, charge and spin)   306.73 kJ/mol


HOMO-LUMO gap? In order: 9.658, 8.937, 5.238, 6.997, 2.100, 9.179, 8.708 eV.